Molecular formula: C71H155N9O9
Method: DFT, wB97M-V/def2-TZVPD

Values from the calculation:
- SMILES string = CC1(C)CCCC(C)(C)N1O.CC1(C)CCCC(C)(C)N1O.CC1(C)CCCC(C)(C)N1O.CC1(C)CCCC(C)(C)N1O.CC1(C)CCCC(C)(C)N1O.CC1(C)CCCC(C)(C)N1O.CC1(C)CCCC(C)(C)N1O.COC[C@H](C)N.COC[C@H](C)N
- charge = 0
- gap between HOMO and LUMO (eV) = 9.04
- largest force on an atom (Eh/bohr) = 0.059
- M (g/mol) = 1279.1

Cartesian coordinates (Å):
O -2.651422 -3.748943 -0.151789
O -5.096185 3.649376 -2.634604
O -2.210943 1.544149 -7.478001
O -3.625519 1.346160 1.794995
O 3.449773 -6.546227 1.864175
O 1.199020 6.339333 1.100572
O 3.679881 -2.122811 3.961665
O 1.218918 -1.224081 0.494160
O 8.772997 -0.663063 -3.125028
N 3.087060 -1.290223 4.996405
N 7.504152 -0.096003 -2.817300
N 5.987812 -5.787511 0.960472
N -2.656360 -3.582515 1.307973
N -3.906268 1.759381 3.101792
N -1.340689 -1.070924 0.125624
N 2.486253 5.816276 1.266677
N -1.251215 0.478999 -7.573784
N -5.691239 2.772648 -1.714569
C 6.494163 -2.176118 -3.354652
C -2.590944 3.948425 2.540299
C -4.599249 -2.213300 1.212505
C -1.634998 1.866735 3.511723
C 6.730436 -1.196848 -2.211973
C 7.727582 1.175535 -2.058659
C 3.535271 -6.181077 0.525239
C 5.567037 0.580500 -0.780857
C 2.395645 0.149258 3.294890
C -5.785249 0.386067 -1.188782
C -0.461605 -1.103428 -9.233964
C 0.751304 -1.782106 3.880561
C -7.770156 2.880847 -3.355547
C 3.216408 -5.453716 2.680858
C 2.180370 -2.257242 0.715069
C 2.247350 4.704507 2.170832
C 4.227998 3.606028 1.042913
C 1.850083 -0.722605 4.428470
C -1.545831 0.063402 -5.261398
C -1.740613 -0.533477 -6.650478
C -3.713992 1.404997 -1.724395
C 2.255511 4.769832 -0.998066
C 5.042797 -5.482202 -1.313909
C -4.969153 -4.629158 1.158176
C -0.131962 1.182620 -0.132815
C -0.438316 -4.464559 1.356342
C -7.155242 2.930761 -1.909143
C -3.199844 -1.011668 -6.789843
C -1.988373 -4.717257 3.325238
C -2.852198 2.729625 3.476515
C 8.258162 2.163351 -3.066942
C 4.577490 -2.335795 6.581647
C -7.479159 4.345376 -1.393160
C -7.294014 0.494830 -1.241021
C -3.441007 -4.739557 3.812740
C 7.479437 -1.933858 -1.100627
C 2.427500 -1.279791 7.238684
C -1.198324 0.222265 -9.036344
C 4.429227 4.871487 0.170275
C -3.190854 3.324710 4.873208
C 1.096261 -0.686072 6.790723
C -2.534469 0.067162 -9.768233
C 3.088672 -2.110211 6.164966
C -0.770662 -1.711174 -6.881646
C -4.653083 3.848840 4.882220
C 1.258709 0.137083 5.504713
C -0.857805 -2.222526 -8.306951
C 0.814274 -0.995318 -0.823185
C -5.997330 0.811085 2.813444
C -4.084906 -3.562669 1.691661
C -1.867490 -4.702086 1.802370
C 3.594745 3.989902 2.343646
C 8.716767 1.026511 -0.920284
C 3.097938 5.560772 -0.021619
C -7.824702 1.896670 -0.970162
C 4.799396 -5.360483 0.143753
C 5.368022 -0.711590 -1.659332
C 1.220728 3.650436 1.704018
C -5.637973 2.790604 4.450378
C 6.371853 1.649431 -1.540521
C -5.260736 0.952220 -3.586984
C 2.463987 -3.538110 6.036791
C -2.204598 -6.158959 1.298490
C -5.768145 3.119296 1.970286
C -0.498468 -0.225382 -0.735796
C -0.409260 1.344627 -9.733417
C -4.122050 -3.549205 3.260758
C 1.824443 5.324346 3.491840
C 3.302124 6.937109 -0.624592
C -5.296383 2.137951 3.101774
C -5.198958 1.402421 -2.085221
H -1.013680 2.274010 -9.724157
H 1.298532 5.255243 -1.221045
H -1.233985 -0.981884 1.127043
H -3.556603 2.202729 -0.994996
H 2.499574 -2.126858 1.757339
H 4.302811 4.557561 2.930651
H 7.332090 -1.392299 -0.143462
H 1.555448 -0.389630 -1.380512
H -5.751398 0.150977 3.658240
H 3.053070 -2.147501 0.069924
H -8.901175 1.867782 -1.126653
H -3.414128 -4.604329 4.891975
H -1.874335 0.890014 3.956954
H -2.331536 -0.889703 -0.015682
H 1.381210 -3.581080 6.090279
H -2.491705 3.635433 1.512378
H 4.620312 -4.295129 0.386630
H -8.530890 4.441794 -1.006132
H 8.535403 -2.107259 -1.299739
H 4.827275 4.625819 -0.834348
H 4.638757 -2.889658 7.515314
H 0.470750 1.467266 -9.095515
H -1.560327 -0.684223 -4.478114
H -0.542569 0.485877 -5.252276
H -7.184199 3.363354 -4.134870
H -1.558670 4.216474 2.738672
H 4.771704 -0.407344 -2.496401
H -4.646373 0.064514 -3.716572
H -5.172800 -3.523589 3.592871
H 0.486300 1.808034 -0.789411
H -0.143035 -1.778584 4.548537
H 6.586985 2.506774 -0.901526
H -6.650600 3.145392 4.375091
H 0.218006 4.004605 1.605077
H -1.641807 -3.798348 3.817716
H -3.447528 -1.504237 -7.739641
H 0.793717 0.027079 7.584017
H 2.490936 -4.659619 2.405402
H 5.079817 -2.770090 5.699437
H 2.864885 -5.744697 3.679934
H 0.427626 -1.544967 2.888728
H -4.663300 -2.207541 0.108786
H 1.720893 -3.204771 0.554553
H 8.235924 3.198565 -2.706675
H -0.200897 1.136535 -10.771681
H -0.878941 -0.202530 -1.758589
H -7.710411 2.273486 0.074882
H 6.341465 -1.595124 -4.244836
H -4.822109 -5.623814 1.573801
H -1.682833 2.368747 -7.320603
H 7.694762 2.127280 -3.990495
H 5.513094 -6.450470 -1.534558
H -3.284103 4.785387 2.653355
H 1.910931 3.762747 -0.735326
H 5.188209 3.152533 1.291785
H -2.468719 4.115312 5.087582
H -4.903455 4.347513 5.816834
H 3.718105 7.575971 0.161964
H 0.633058 -1.974700 -1.334339
H 5.625871 -2.816926 -3.131279
H 3.701608 2.818033 0.504339
H -3.858611 -0.165787 -6.726517
H -1.855736 -2.591625 -8.566489
H -3.157339 0.954143 -9.662024
H 2.645117 -0.433456 2.410418
H 2.635620 -5.567255 0.191793
H -3.282938 0.461329 -1.485219
H 2.449660 6.171007 3.748971
H -7.058332 0.893519 2.675714
H -5.615507 -1.955483 1.470337
H -7.262514 5.138346 -2.147426
H -1.313623 1.735008 2.458349
H 0.239732 0.472420 5.282576
H -8.042244 1.881787 -3.715701
H 7.355282 -2.778913 -3.539842
H 5.133543 -1.414874 6.850133
H 9.661905 0.625639 -1.198483
H -3.396860 -1.655690 -5.936867
H 1.797527 4.580863 4.277679
H 2.849503 4.755064 -1.907555
H -7.650550 -0.174034 -0.446994
H 3.264390 0.682047 3.620437
H 3.493956 3.054499 2.856418
H -4.728370 4.696624 4.213133
H -3.991393 -1.362481 1.394739
H 5.754500 2.002952 -2.390464
H -5.471246 2.151318 5.302578
H 4.166636 -4.885574 2.859396
H 3.642764 -7.120885 -0.014763
H 8.892751 -0.594338 -4.092052
H 3.962625 7.019545 -1.498713
H 1.533187 3.161760 0.790956
H 9.303164 1.956534 -3.284408
H -5.374765 0.480552 -0.183094
H -6.242416 0.522957 -3.830326
H 0.791491 5.648746 3.454790
H -5.355531 4.127831 1.958834
H -5.792943 2.614629 0.997412
H 5.662100 -4.708507 -1.740895
H -3.294501 -0.719896 -9.637574
H -0.968592 -2.520782 -6.159937
H 2.241072 -1.931700 8.042559
H 4.446225 -1.673577 3.556925
H -0.110389 -3.460474 1.682396
H -2.327487 0.855993 -5.105800
H 4.875093 -1.502641 -1.156088
H 1.701474 0.939740 2.980768
H -5.476140 -0.596429 -1.452577
H -4.933090 1.710603 -4.336463
H -4.818694 4.464266 -2.179982
H 8.327493 0.319711 -0.196990
H -8.730698 3.399150 -3.317202
H -3.979910 -5.654524 3.522209
H -1.942448 -6.304091 0.229989
H 2.324859 7.377132 -0.917108
H -2.289041 -0.070545 -10.822571
H -1.038940 1.722088 0.200655
H -6.870817 3.229814 2.089016
H 1.111100 7.261249 1.356828
H 0.323035 -5.089308 1.818700
H -3.593336 -2.671062 3.676314
H 3.120035 -0.476095 7.547025
H -0.544693 -1.448402 -10.264082
H 6.961613 -2.892701 -0.989330
H 2.883238 -4.195401 6.810900
H -0.072328 -2.967155 -8.447694
H 5.123280 5.498333 0.720219
H 1.157214 2.903796 2.511687
H -1.440165 -5.502117 3.819193
H -3.843221 2.119858 1.229643
H 1.166834 -2.772697 3.945766
H -2.082211 -3.002318 -0.464635
H -3.195513 -6.600667 1.352183
H 0.637589 -0.981254 -9.175488
H 4.620244 0.939143 -0.411095
H 0.296136 -1.449960 6.730496
H 0.225761 -1.342788 -6.683571
H 6.258867 -5.333987 1.786660
H 0.503023 0.876794 0.716402
H -6.796897 4.596047 -0.570687
H 4.131416 -5.480074 -1.935189
H -7.580709 0.078360 -2.209136
H 2.734593 -3.991706 5.086741
H -3.110463 2.535693 5.621650
H -1.650544 -6.847504 1.936413
H 5.920120 -6.720187 1.286227
H -0.827377 2.313559 4.072312
H -4.720327 -4.747679 0.106805
H 6.095216 0.264362 0.108583
H -3.180989 1.782572 -2.613742
H -6.039731 -4.409293 1.183844
H 8.926341 1.958177 -0.389214
H -5.494579 0.370158 1.975920
H 1.954428 0.952858 5.750825
H -0.353644 -4.522698 0.285878

Cartesian forces (eV/Å) of the 6 atoms listed first:
0.474 0.821 0.284
0.897 0.954 -0.832
0.565 1.806 0.472
0.608 -0.022 -1.146
-0.850 0.032 0.051
-1.622 0.201 -1.198

Löwdin atomic charge list, values in e, 4 entries: -0.067 -0.037 -0.063 -0.076